Entry 1:
Here is a molecular structure, C45H105N13O15Pt from the OMol25 dataset. Energies are from wB97M-V/def2-TZVPD.

Values from the calculation:
2S+1: 3
Maximum force in eV/Å: 4.8
⟨S²⟩: 2.006

Each line ends with the Löwdin spin population.
CARTESIAN COORDINATES (ANGSTROEM)
Pt: 0.117 1.369 -2.700  1.556
C: -1.403 0.096 1.049  0.000
C: 0.024 0.392 0.715  0.016
C: 0.902 -0.777 0.861  0.000
O: 0.173 1.132 -0.425  0.097
H: -2.040 0.977 0.977  0.000
H: -1.455 -0.176 2.103  0.000
H: -1.879 -0.842 0.762  0.000
H: 0.453 1.001 1.510  0.006
H: 1.893 -0.576 1.269  0.000
H: 1.069 -1.291 -0.085  0.000
H: 0.549 -1.571 1.519  0.000
C: 3.373 3.628 -4.796  0.007
C: 2.479 4.000 -3.580  0.013
C: 2.087 5.492 -3.404  -0.001
O: 1.487 3.018 -3.552  0.137
H: 2.759 4.068 -5.581  0.000
H: 3.597 2.577 -4.973  0.000
H: 4.258 4.265 -4.817  0.001
H: 2.895 3.636 -2.640  0.002
H: 1.816 5.618 -2.356  0.000
H: 1.239 5.888 -3.963  0.000
H: 2.909 6.205 -3.479  0.000
C: 0.041 0.401 -6.440  0.001
O: -0.322 0.559 -5.293  0.014
N: -0.759 0.305 -7.518  0.001
C: -0.318 0.184 -8.943  0.000
C: -2.254 0.388 -7.438  0.000
H: 1.072 0.160 -6.740  0.000
H: -0.863 0.897 -9.561  0.000
H: -0.726 -0.803 -9.165  0.000
H: 0.759 0.033 -9.006  0.000
H: -2.722 -0.402 -8.025  0.000
H: -2.544 0.190 -6.406  0.000
H: -2.443 1.402 -7.792  0.000
C: -1.218 -1.755 -2.524  0.004
O: -1.233 -0.549 -2.785  0.045
N: -2.251 -2.641 -2.743  0.000
C: -2.233 -3.840 -1.831  0.001
C: -3.572 -2.179 -3.174  0.000
H: -0.337 -2.194 -2.030  0.000
H: -2.992 -4.530 -2.200  0.000
H: -2.443 -3.531 -0.807  0.000
H: -1.256 -4.312 -1.930  0.000
H: -4.238 -2.336 -2.326  0.000
H: -3.645 -1.181 -3.606  0.000
H: -3.808 -2.917 -3.941  0.000
C: 2.577 -0.718 -3.090  0.010
O: 1.465 -0.230 -2.878  0.045
N: 3.655 -0.185 -2.528  0.000
C: 4.948 -0.908 -2.525  0.000
C: 3.577 0.786 -1.450  -0.001
H: 2.848 -1.656 -3.600  0.003
H: 5.786 -0.333 -2.919  0.000
H: 4.790 -1.834 -3.077  0.000
H: 5.232 -1.114 -1.492  0.000
H: 2.602 1.076 -1.057  -0.001
H: 3.979 0.432 -0.500  0.000
H: 4.085 1.693 -1.778  0.000
C: 6.787 -1.229 3.580  0.000
O: 6.251 -0.846 4.629  0.000
N: 6.357 -1.122 2.326  0.000
C: 7.040 -1.882 1.250  0.000
C: 5.035 -0.497 1.953  0.000
H: 7.823 -1.594 3.511  0.000
H: 7.758 -2.677 1.454  0.000
H: 7.623 -1.300 0.536  0.000
H: 6.175 -2.302 0.738  0.000
H: 4.465 0.233 2.527  0.000
H: 5.209 -0.164 0.929  0.000
H: 4.275 -1.267 1.819  0.000
C: -2.959 1.870 -3.802  0.007
O: -1.816 2.152 -3.328  0.038
N: -3.914 1.329 -2.935  0.000
C: -5.358 1.141 -3.480  0.000
C: -3.749 1.292 -1.502  0.000
H: -3.291 2.090 -4.828  0.001
H: -5.662 0.127 -3.221  0.000
H: -5.580 1.245 -4.542  0.000
H: -5.932 1.912 -2.967  0.000
H: -4.440 1.973 -1.004  0.000
H: -4.156 0.316 -1.237  0.000
H: -2.742 1.369 -1.091  0.000
C: -4.462 2.252 4.521  0.000
O: -3.497 1.855 5.131  0.000
N: -4.347 3.256 3.695  0.000
C: -3.017 3.703 3.281  0.000
C: -5.542 3.941 3.059  0.000
H: -5.519 1.987 4.676  0.000
H: -3.156 4.749 3.006  0.000
H: -2.650 3.144 2.421  0.000
H: -2.243 3.513 4.025  0.000
H: -6.107 3.392 2.305  0.000
H: -6.069 4.327 3.931  0.000
H: -5.137 4.670 2.358  0.000
C: 0.891 -7.057 2.597  0.000
O: -0.060 -6.798 1.778  0.000
N: 1.414 -6.235 3.469  0.000
C: 2.296 -6.711 4.497  0.000
C: 0.917 -4.887 3.554  0.000
H: 1.295 -8.080 2.631  0.000
H: 3.367 -6.513 4.550  0.000
H: 2.169 -7.787 4.612  0.000
H: 1.921 -6.416 5.477  0.000
H: 0.265 -4.721 2.697  0.000
H: 0.520 -4.960 4.567  0.000
H: 1.726 -4.161 3.477  0.000
C: 0.657 -0.237 5.628  0.000
O: 0.376 -1.059 6.460  0.000
N: 1.891 -0.088 5.054  0.000
C: 2.171 0.999 4.143  0.000
C: 2.943 -1.162 5.172  0.000
H: 0.013 0.632 5.422  0.000
H: 2.213 0.742 3.085  0.000
H: 3.181 1.313 4.406  0.000
H: 1.516 1.850 4.330  0.000
H: 2.622 -1.917 5.890  0.000
H: 3.143 -1.786 4.300  0.000
H: 3.917 -0.709 5.353  0.000
C: -2.301 6.198 -1.418  0.000
O: -2.571 7.378 -1.733  0.000
N: -1.404 5.701 -0.519  0.000
C: -1.266 4.219 -0.507  -0.001
C: -0.579 6.422 0.524  0.000
H: -2.735 5.393 -2.031  0.000
H: -2.131 3.783 -1.007  0.000
H: -1.132 3.789 0.486  0.000
H: -0.402 3.976 -1.125  -0.001
H: -0.409 7.465 0.257  0.000
H: -0.888 6.380 1.568  0.000
H: 0.351 5.862 0.421  0.000
C: 2.556 4.473 1.413  0.000
O: 1.975 4.884 2.415  0.000
N: 3.398 5.284 0.700  0.000
C: 3.687 6.658 1.095  0.000
C: 4.297 4.705 -0.331  0.000
H: 2.475 3.501 0.903  0.000
H: 3.272 6.981 2.050  0.000
H: 3.328 7.284 0.278  0.000
H: 4.767 6.786 1.176  0.000
H: 4.081 3.640 -0.424  0.000
H: 4.250 5.164 -1.318  0.000
H: 5.328 4.933 -0.062  0.000
C: -3.185 -2.939 4.428  0.000
O: -4.006 -2.332 5.078  0.000
N: -3.660 -3.570 3.314  0.000
C: -5.040 -3.536 2.927  0.000
C: -2.793 -4.407 2.454  0.000
H: -2.093 -2.974 4.562  0.000
H: -5.743 -3.136 3.658  0.000
H: -5.373 -4.525 2.612  0.000
H: -5.161 -2.847 2.092  0.000
H: -1.712 -4.414 2.596  0.000
H: -3.244 -5.398 2.413  0.000
H: -2.912 -3.870 1.513  0.000
C: -6.489 -1.557 0.408  0.000
O: -5.476 -1.829 -0.197  0.000
N: -6.508 -0.716 1.453  0.000
C: -7.704 -0.893 2.363  0.000
C: -5.326 -0.096 1.959  0.000
H: -7.381 -2.201 0.424  0.000
H: -8.069 0.084 2.681  0.000
H: -7.482 -1.586 3.174  0.000
H: -8.504 -1.333 1.767  0.000
H: -4.920 -0.868 2.613  0.000
H: -4.535 0.269 1.304  0.000
H: -5.413 0.798 2.577  0.000
C: 5.024 -5.811 -0.230  0.000
O: 4.952 -6.969 0.177  0.000
N: 4.074 -5.146 -0.981  0.000
C: 2.932 -5.832 -1.461  0.000
C: 4.257 -3.700 -1.337  0.000
H: 5.951 -5.223 -0.140  0.000
H: 2.595 -5.406 -2.406  0.000
H: 2.031 -5.473 -0.964  0.000
H: 2.931 -6.920 -1.394  0.000
H: 5.018 -3.154 -0.780  0.000
H: 4.415 -3.738 -2.415  0.000
H: 3.244 -3.313 -1.227  0.000

Forces on atoms 1 to 6 (eV/Å):
Pt 0.6 1.0 0.8
C -0.9 -0.6 2.0
C -0.1 1.2 -0.3
C 1.3 -2.7 -0.4
O 0.5 0.9 -1.3
H -0.1 -0.1 -0.4

Entry 2:
Here is 12 unconnected molecules or ions with the total composition C45H109N5O12 from the OMol25 dataset. Energies are from wB97M-V/def2-TZVPD.

Values from the calculation:
2S+1: 1
Maximum force in eV/Å: 5.5
SMILES: CC1(C)CCCC(C)(C)N1O.CC1(C)CCCC(C)(C)N1O.CC1(C)CCCC(C)(C)N1O.CC1(C)CCCC(C)(C)N1O.CC1(C)CCCC(C)(C)N1O.O.O.O.O.O.O.O

Each line ends with the Löwdin charge.
CARTESIAN COORDINATES (ANGSTROEM)
O: -21.659 -22.074 -14.420  -0.053
H: -22.129 -22.395 -13.651  0.029
H: -21.477 -21.155 -14.225  0.025
O: -17.668 -24.031 -12.594  -0.054
H: -18.181 -23.322 -12.981  0.025
H: -16.765 -23.716 -12.622  0.027
O: -28.648 -19.307 -7.707  -0.056
H: -29.265 -19.594 -8.380  0.028
H: -27.791 -19.358 -8.130  0.028
O: -19.765 -21.733 -7.903  -0.053
H: -19.569 -21.200 -7.132  0.027
H: -20.526 -21.311 -8.300  0.026
O: -12.495 -22.455 -14.522  -0.054
H: -12.734 -21.962 -15.307  0.027
H: -11.956 -23.176 -14.845  0.028
O: -22.483 -13.766 -4.512  -0.055
H: -22.008 -13.617 -3.694  0.028
H: -23.348 -13.385 -4.360  0.028
O: -23.883 -19.307 -5.484  -0.056
H: -24.639 -19.545 -4.946  0.029
H: -23.579 -18.478 -5.116  0.027
C: -11.990 -18.299 -21.165  -0.020
C: -10.833 -17.315 -20.775  -0.437
C: -9.660 -18.053 -20.089  -0.161
C: -8.830 -18.902 -20.969  -0.247
C: -8.406 -18.080 -22.075  -0.195
C: -9.440 -17.431 -23.016  -0.476
N: -10.325 -16.696 -22.040  -0.145
O: -11.188 -15.930 -22.730  0.001
C: -8.636 -16.465 -23.869  -0.038
C: -9.947 -18.573 -23.862  -0.045
C: -11.424 -16.134 -19.875  -0.009
H: -11.879 -18.766 -22.144  0.065
H: -12.807 -17.619 -21.407  0.063
H: -12.338 -18.894 -20.320  0.089
H: -8.985 -17.313 -19.659  0.122
H: -9.954 -18.769 -19.322  0.120
H: -9.428 -19.789 -21.180  0.118
H: -8.000 -19.280 -20.372  0.127
H: -7.776 -18.811 -22.583  0.127
H: -7.752 -17.306 -21.672  0.132
H: -9.037 -16.356 -24.876  0.082
H: -8.346 -15.494 -23.469  0.091
H: -7.635 -16.878 -23.997  0.081
H: -10.940 -18.274 -24.199  0.075
H: -9.482 -18.744 -24.833  0.090
H: -10.110 -19.547 -23.402  0.081
H: -11.625 -16.348 -18.826  0.080
H: -12.226 -15.762 -20.514  0.069
H: -10.603 -15.423 -19.786  0.078
H: -11.901 -16.535 -22.945  0.084
C: -12.739 -6.967 -20.139  -0.030
C: -13.189 -5.690 -19.286  -0.450
C: -14.342 -5.049 -20.220  -0.127
C: -14.998 -3.958 -19.375  -0.206
C: -15.612 -4.563 -18.098  -0.109
C: -14.497 -5.283 -17.203  -0.470
N: -13.698 -6.189 -18.017  -0.182
O: -12.829 -6.893 -17.299  0.017
C: -13.777 -4.182 -16.381  -0.030
C: -15.346 -6.117 -16.176  -0.043
C: -12.039 -4.699 -19.193  -0.048
H: -13.566 -7.666 -20.264  0.083
H: -11.931 -7.430 -19.574  0.071
H: -12.398 -6.712 -21.142  0.081
H: -13.889 -4.600 -21.104  0.109
H: -15.081 -5.655 -20.744  0.111
H: -15.718 -3.409 -19.982  0.105
H: -14.239 -3.192 -19.217  0.096
H: -16.443 -5.211 -18.377  0.118
H: -15.888 -3.674 -17.531  0.108
H: -14.343 -3.512 -15.733  0.089
H: -12.997 -4.650 -15.782  0.079
H: -13.140 -3.694 -17.119  0.053
H: -14.804 -6.543 -15.332  0.075
H: -16.205 -5.518 -15.873  0.077
H: -15.709 -6.969 -16.751  0.077
H: -12.090 -3.640 -18.941  0.076
H: -11.467 -4.825 -20.112  0.080
H: -11.315 -5.095 -18.480  0.085
H: -12.888 -7.700 -17.815  0.103
C: -31.265 -18.761 -25.670  -0.042
C: -31.042 -17.495 -24.778  -0.472
C: -32.292 -16.566 -24.908  -0.141
C: -32.419 -15.435 -23.776  -0.119
C: -32.583 -16.310 -22.430  -0.123
C: -31.325 -17.238 -22.159  -0.451
N: -30.997 -18.031 -23.407  -0.145
O: -29.956 -18.855 -23.126  -0.009
C: -30.161 -16.319 -21.515  -0.012
C: -31.864 -18.168 -21.107  -0.072
C: -29.776 -16.702 -25.272  -0.020
H: -31.544 -18.501 -26.691  0.076
H: -32.146 -19.301 -25.323  0.081
H: -30.378 -19.379 -25.812  0.075
H: -32.264 -16.021 -25.851  0.101
H: -33.245 -17.085 -25.005  0.107
H: -33.221 -14.791 -24.136  0.094
H: -31.519 -14.822 -23.825  0.086
H: -33.489 -16.916 -22.416  0.105
H: -32.754 -15.657 -21.574  0.102
H: -30.158 -15.363 -22.037  0.058
H: -30.298 -16.091 -20.459  0.072
H: -29.172 -16.763 -21.629  0.070
H: -32.230 -17.445 -20.378  0.083
H: -32.635 -18.838 -21.487  0.088
H: -31.147 -18.837 -20.629  0.082
H: -28.989 -17.449 -25.382  0.074
H: -29.376 -16.037 -24.507  0.065
H: -29.936 -16.009 -26.099  0.079
H: -30.333 -19.726 -22.987  0.109
C: -22.541 -14.752 -11.897  -0.051
C: -22.159 -15.516 -13.165  -0.471
C: -21.844 -14.491 -14.300  -0.123
C: -20.481 -13.825 -14.133  -0.186
C: -19.392 -14.876 -14.055  -0.153
C: -19.529 -15.933 -12.927  -0.425
N: -20.974 -16.402 -12.855  -0.137
O: -21.231 -17.370 -11.941  -0.008
C: -18.544 -17.209 -13.178  -0.024
C: -18.939 -15.345 -11.620  -0.055
C: -23.360 -16.354 -13.635  -0.044
H: -21.841 -14.010 -11.514  0.072
H: -22.808 -15.369 -11.039  0.079
H: -23.419 -14.121 -12.035  0.083
H: -22.128 -14.981 -15.231  0.115
H: -22.532 -13.654 -14.178  0.113
H: -20.442 -13.127 -13.297  0.109
H: -20.178 -13.195 -14.969  0.111
H: -18.386 -14.457 -14.087  0.118
H: -19.432 -15.381 -15.020  0.115
H: -18.817 -17.623 -14.148  0.069
H: -17.482 -16.986 -13.073  0.075
H: -18.874 -18.014 -12.521  0.064
H: -18.803 -16.024 -10.779  0.072
H: -17.878 -15.210 -11.827  0.080
H: -19.606 -14.605 -11.178  0.072
H: -23.146 -16.884 -14.563  0.082
H: -24.289 -15.807 -13.790  0.086
H: -23.648 -17.145 -12.942  0.075
H: -21.212 -16.888 -11.111  0.088
C: -19.683 -11.679 -27.471  -0.026
C: -21.098 -12.214 -27.269  -0.504
C: -21.213 -13.712 -27.577  -0.183
C: -20.897 -14.563 -26.440  -0.219
C: -21.512 -14.174 -25.088  -0.098
C: -21.257 -12.677 -24.696  -0.461
N: -21.642 -11.932 -25.938  -0.151
O: -21.700 -10.573 -25.772  -0.021
C: -22.318 -12.260 -23.630  -0.009
C: -19.819 -12.447 -24.356  -0.038
C: -21.988 -11.667 -28.386  -0.060
H: -19.493 -11.312 -28.480  0.082
H: -18.928 -12.414 -27.193  0.075
H: -19.546 -10.763 -26.897  0.081
H: -22.226 -14.000 -27.859  0.122
H: -20.503 -13.967 -28.363  0.130
H: -19.822 -14.729 -26.512  0.111
H: -21.263 -15.557 -26.694  0.115
H: -20.741 -14.673 -24.501  0.103
H: -22.357 -14.738 -24.693  0.116
H: -23.308 -12.716 -23.634  0.087
H: -21.812 -12.033 -22.692  0.082
H: -22.586 -11.222 -23.832  0.060
H: -19.561 -11.389 -24.317  0.090
H: -19.631 -12.768 -23.332  0.086
H: -19.106 -12.912 -25.037  0.078
H: -23.021 -12.001 -28.290  0.082
H: -21.726 -11.984 -29.396  0.088
H: -22.035 -10.578 -28.403  0.079
H: -22.655 -10.639 -25.695  0.105

Forces on atoms 1 to 6 (eV/Å):
O 0.1 -0.1 -0.2
H -0.1 -0.1 0.2
H 0.1 0.3 0.0
O -0.1 -0.2 0.1
H -0.2 0.2 -0.1
H 0.3 0.0 0.0

What are the calculated total energy values for these records? In order: -3736.90314; -2956.12059 Eh.
What are the energy relative to the best compared isomer or geometry (same formula, charge and spin) values for these records? In order: 386.7; 707.6 kJ/mol.